(1)
Density functional theory data (ωB97M-V/def2-TZVPD) for a molecular structure, C32H46BN9OPtS3.

Structure (XYZ):
```
93
Properties=species:S:1:pos:R:3:forces:R:3:mulliken_charge:R:1
Pt 0.0205 0.0158 -0.0940 -0.5 0.1 -0.1 2.80
C 0.5218 2.2362 4.4650 -0.1 0.0 0.0 -1.72
C -0.0522 2.7813 3.1946 0.0 0.0 0.1 0.02
C -0.1775 4.1130 2.9420 0.0 0.0 -0.1 -0.46
C -0.6662 4.5713 1.6922 0.0 0.1 0.1 -0.10
N -1.0724 3.7305 0.7780 0.0 -0.1 -0.1 -0.58
N -0.9765 2.4207 1.0329 0.0 0.0 -0.1 0.87
B -1.5312 1.3916 -0.0267 0.2 0.4 0.0 -1.51
N -1.7565 1.9996 -1.4373 0.2 0.1 -0.1 0.27
N -2.6852 2.9812 -1.5007 0.0 -0.2 0.1 -0.33
C -2.8976 3.5618 -2.6452 -0.1 0.0 -0.2 -0.01
C -2.1638 3.1859 -3.8050 0.0 0.0 0.0 -0.49
C -1.2537 2.1840 -3.7594 0.1 0.0 -0.1 0.33
C -0.4825 1.7257 -4.9584 0.0 0.0 0.1 -2.08
C -1.0660 1.5530 -2.4951 -0.2 -0.1 0.0 1.06
S -0.0290 0.1855 -2.4049 0.3 0.0 0.0 -0.65
C -3.9619 4.6401 -2.7570 -0.1 0.0 0.0 2.42
C -4.7288 4.7990 -1.4469 0.1 -0.1 0.0 -1.73
C -4.9572 4.2400 -3.8601 0.1 0.0 0.0 -1.91
C -3.2856 5.9660 -3.1393 0.0 0.0 0.1 -1.48
N -2.8149 0.7447 0.5608 0.0 0.2 0.0 0.35
N -3.6870 1.5737 1.1374 0.1 0.0 0.0 -0.20
C -4.7622 1.0607 1.6819 -0.1 -0.1 0.0 -0.29
C -4.9944 -0.3378 1.6445 0.0 0.1 0.0 -0.37
C -4.1002 -1.1793 1.0498 -0.1 -0.1 -0.1 0.32
C -4.2744 -2.6640 0.9920 0.1 0.0 -0.1 -1.91
C -2.9473 -0.5709 0.5026 0.0 -0.4 0.0 0.93
S -1.6734 -1.5041 -0.2086 -0.1 0.0 0.3 -0.44
C -5.7120 2.0469 2.3468 0.0 0.1 0.0 2.32
C -4.9530 2.7722 3.4686 0.0 -0.1 0.0 -1.53
C -6.9429 1.3525 2.9291 0.0 0.0 0.0 -2.33
C -6.1573 3.0721 1.2962 0.0 0.0 0.0 -1.47
C -0.4498 1.9084 2.1517 -0.1 -0.1 0.1 0.97
S -0.2553 0.1832 2.2609 0.3 0.4 -0.1 -0.64
C -0.6849 6.0586 1.3791 0.0 0.0 -0.1 2.23
C -1.4876 6.7989 2.4577 0.0 -0.1 0.0 -1.73
C 0.7738 6.5459 1.3652 0.0 0.0 0.0 -1.79
C -1.3136 6.3172 0.0128 0.0 0.0 0.1 -1.98
H 0.7983 3.0423 5.1410 0.0 0.0 0.0 0.45
H 1.4061 1.6333 4.2522 0.0 0.0 0.0 0.37
H -0.1960 1.5851 4.9674 0.0 0.0 0.0 0.36
H 0.1345 4.8306 3.6902 0.0 0.0 0.0 0.48
H -2.3558 3.6870 -4.7445 0.0 0.0 0.0 0.41
H -0.7112 2.3458 -5.8219 0.0 0.0 0.0 0.40
H -0.7253 0.6879 -5.1967 0.0 0.0 0.0 0.43
H 0.5909 1.7677 -4.7654 0.0 0.0 0.0 0.38
H -5.3768 3.9378 -1.2805 0.0 0.0 0.0 0.43
H -5.3522 5.6923 -1.4961 0.0 0.0 0.0 0.51
H -4.0560 4.8842 -0.5944 0.0 0.0 0.0 -0.05
H -5.3690 3.2451 -3.6766 0.0 0.0 0.0 0.38
H -4.5053 4.2498 -4.8535 0.0 0.0 0.0 0.39
H -5.7840 4.9505 -3.8692 0.0 0.0 0.0 0.48
H -2.5936 6.2942 -2.3625 0.0 0.0 0.0 0.15
H -4.0489 6.7349 -3.2634 0.0 0.0 0.0 0.50
H -2.7341 5.8878 -4.0785 0.0 0.0 0.0 0.36
H -5.8776 -0.7516 2.1108 0.0 0.0 0.0 0.61
H -5.2033 -2.9679 1.4677 0.0 0.0 0.0 0.38
H -3.4397 -3.1631 1.4891 0.0 0.0 0.0 0.40
H -4.2809 -3.0108 -0.0438 0.0 0.0 0.0 0.42
H -4.6496 2.0745 4.2535 0.0 0.0 0.0 0.40
H -5.6005 3.5257 3.9188 0.0 0.0 0.0 0.44
H -4.0628 3.2667 3.0758 0.0 0.0 0.0 0.14
H -6.6817 0.6460 3.7206 0.0 0.0 0.0 0.48
H -7.5172 0.8308 2.1598 0.0 0.0 0.0 0.46
H -7.5984 2.1048 3.3669 0.0 0.0 0.0 0.41
H -5.2958 3.6116 0.9065 0.0 0.0 0.0 0.04
H -6.8459 3.7862 1.7500 0.0 0.0 0.0 0.47
H -6.6756 2.5860 0.4655 0.0 0.0 0.0 0.43
H -1.0344 6.7144 3.4469 0.0 0.0 0.0 0.41
H -2.5081 6.4131 2.5147 0.0 0.0 0.0 0.29
H -1.5402 7.8583 2.2060 0.0 0.0 0.0 0.46
H 1.2615 6.4090 2.3325 0.0 0.0 0.0 0.38
H 0.8038 7.6078 1.1190 0.0 0.0 0.0 0.46
H 1.3507 6.0057 0.6108 0.0 0.0 0.0 0.36
H -2.3542 5.9938 -0.0015 0.0 0.0 0.0 0.22
H -0.7790 5.7841 -0.7750 0.0 0.0 0.0 0.40
H -1.2804 7.3861 -0.2028 0.0 0.0 0.0 0.54
C 4.2719 2.0626 -1.1694 0.0 0.0 0.1 -0.88
N 3.9591 0.8509 -0.3993 0.1 0.1 -0.1 0.14
C 4.9227 -0.0194 0.0273 0.0 0.0 0.0 -0.18
C 4.6203 -1.1720 0.6608 0.0 0.0 0.0 -1.06
C 3.2362 -1.4961 0.8102 0.2 0.1 -0.2 0.83
N 2.3187 -0.6349 0.3768 0.0 -0.8 -0.1 0.18
C 2.6634 0.5510 -0.1273 -0.3 0.2 0.6 0.01
O 1.7235 1.3817 -0.2890 0.1 0.0 -0.2 -1.00
N 2.8352 -2.6307 1.3737 0.0 0.0 -0.1 -0.33
H 5.3479 2.2058 -1.1745 0.0 0.0 0.0 0.33
H 3.7834 2.9218 -0.7196 0.0 0.0 0.0 0.29
H 3.9170 1.9465 -2.1912 0.0 0.0 0.0 0.31
H 5.9440 0.2871 -0.1503 0.0 0.0 -0.1 0.39
H 5.3976 -1.8265 1.0248 0.0 0.0 0.0 0.39
H 3.4983 -3.3373 1.6418 0.0 0.0 0.0 0.23
H 1.8532 -2.8339 1.4577 0.0 0.0 0.0 0.18
```
Positions in Å, forces in eV/Å.

As for the max |F|: 0.789 eV/A. For the total energy, the calculation gives -85810.841 eV. Its HOMO energy is -13.523 eV. The lowest unoccupied orbital energy comes out at -5.474 eV. As for the total charge: +2.

***

(2)
Density functional theory data (ωB97M-V/def2-TZVPD) for C10H8N2O in the gas phase.

Structure (XYZ):
```
21
Properties=species:S:1:pos:R:3:forces:R:3:mulliken_charge:R:1
C 0.8241 1.9798 -0.3193 -3.1 -3.4 -1.3 -0.28
C 1.2280 0.5437 -0.1845 -0.1 0.4 -0.2 0.30
C 2.5814 0.2142 -0.0118 -1.4 -2.2 1.1 -0.67
C 2.8617 -1.1416 0.3248 -0.7 1.4 -0.6 -0.45
C 1.8702 -2.1327 0.1773 -0.6 0.3 -0.7 -0.35
C 0.5007 -1.8147 -0.1283 3.6 1.2 0.7 -0.57
C 0.2151 -0.4270 -0.2074 0.2 -1.7 1.6 0.48
C -1.8626 0.8107 0.7421 0.4 -3.0 -2.9 -0.25
C -3.1745 0.5710 0.4593 0.7 0.1 0.6 -0.88
C -3.2119 -0.6191 -0.2650 -1.5 -1.1 -1.8 -0.15
H -0.2504 2.0466 -0.6714 0.6 0.3 0.2 0.51
H 3.2601 1.0339 0.0546 0.6 0.2 0.0 0.47
H 3.8093 -1.4059 0.7728 0.2 -0.1 -0.4 0.39
H 2.2559 -3.1638 0.2680 -0.8 0.5 0.2 0.32
H -0.2741 -2.5408 -0.0968 -0.3 -0.4 -0.2 0.48
H -1.3254 1.4648 1.3165 0.9 1.7 1.2 0.66
H -3.9533 1.2238 0.6902 -1.2 0.5 0.6 0.43
H -4.1125 -1.1352 -0.7242 1.3 0.8 0.9 0.37
N -1.1577 -0.1788 0.0293 -1.4 0.2 -0.3 0.50
N -2.0206 -1.0854 -0.5654 0.4 1.4 0.8 -0.85
O 1.4807 2.9275 -0.1726 2.4 2.9 0.7 -0.46
```
Positions in Å, forces in eV/Å.

As for the max |F|: 4.769 eV/A. For the total energy, the calculation gives -15525.485 eV. Its HOMO energy is -8.832 eV. Its energy relative to the best compared isomer or geometry (same formula, charge and spin) is 151.3 kJ/mol. The lowest unoccupied orbital energy comes out at 0.061 eV. Its structure (SMILES) is O=Cc1ccccc1-n1cccn1.